Record 1
The following is a DFT calculation (wB97M-V/def2-TZVPD) of a structure of composition C22H22IMnN4O4P in a non-equilibrium geometry.

CARTESIAN COORDINATES (ANGSTROEM)
Mn  0.108  0.012  0.129
N  -0.068  -0.331  2.331
N  -0.863  -1.475  2.479
C  -1.295  -2.117  1.333
O  -1.905  -3.139  1.344
O  -0.952  -1.454  0.223
H  0.841  -0.460  2.769
H  -0.522  0.451  2.800
H  -0.859  -1.980  3.351
C  -1.494  3.084  0.705
P  -1.819  1.408  0.081
C  -2.637  1.646  -1.522
C  -3.059  0.688  1.175
C  -3.200  1.135  2.491
C  -4.133  0.536  3.320
C  -4.915  -0.511  2.849
C  -4.788  -0.946  1.535
C  -3.858  -0.356  0.700
H  -0.793  3.076  1.539
H  -2.439  3.528  1.019
H  -1.066  3.686  -0.094
H  -3.573  2.171  -1.331
H  -2.847  0.692  -2.002
H  -2.013  2.255  -2.177
H  -2.621  1.976  2.858
H  -4.261  0.893  4.333
H  -5.629  -0.990  3.506
H  -5.406  -1.754  1.167
H  -3.753  -0.707  -0.319
O  1.745  1.117  0.942
C  2.515  0.212  0.513
N  1.898  -0.789  -0.139
C  2.855  -1.526  -0.876
O  2.592  -2.313  -1.738
C  4.184  -1.047  -0.373
C  5.451  -1.492  -0.661
C  6.515  -0.845  -0.026
C  6.302  0.216  0.845
C  5.017  0.685  1.114
C  3.967  0.033  0.498
H  5.620  -2.307  -1.353
H  7.526  -1.178  -0.218
H  7.147  0.689  1.326
H  4.862  1.524  1.779
I  1.185  2.551  -1.918
C  0.512  0.755  -2.777
C  0.623  0.565  -4.137
C  0.193  -0.643  -4.673
C  -0.334  -1.602  -3.823
C  -0.409  -1.335  -2.472
N  -0.001  -0.165  -1.949
H  1.044  1.334  -4.768
H  0.281  -0.824  -5.736
H  -0.673  -2.559  -4.190
H  -0.795  -2.073  -1.787

Summary:
Kohn-Sham gap (spin up / spin down) (eV): 5.87 / 7.26
E_tot (eV): -86017.139
2S+1: 4
Charge: +2

=====

Record 2
The following is a DFT calculation (wB97M-V/def2-TZVPD) of the molecule C22H22N2O3.

CARTESIAN COORDINATES (ANGSTROEM)
C  6.037  0.577  -0.523
O  5.825  -0.743  -0.082
C  4.714  -1.008  0.658
C  4.558  -2.332  1.074
C  3.463  -2.699  1.825
C  2.503  -1.760  2.174
C  2.654  -0.444  1.773
C  1.613  0.599  2.091
N  0.913  0.999  0.887
C  1.131  2.167  0.273
O  1.845  3.058  0.683
C  0.312  2.312  -1.030
N  -1.087  2.470  -0.734
C  -1.655  3.653  -0.440
C  -3.003  3.469  -0.207
C  -3.262  2.113  -0.380
C  -2.056  1.492  -0.708
C  -1.820  0.084  -0.912
O  -0.701  -0.429  -0.894
C  -3.040  -0.737  -1.141
C  -3.934  -0.355  -2.137
C  -5.049  -1.123  -2.413
C  -5.283  -2.276  -1.684
C  -4.399  -2.657  -0.690
C  -3.264  -1.908  -0.408
C  -2.323  -2.332  0.677
C  3.757  -0.068  1.014
H  6.968  0.554  -1.087
H  6.139  1.271  0.317
H  5.227  0.918  -1.176
H  5.312  -3.051  0.791
H  3.351  -3.725  2.140
H  1.644  -2.053  2.759
H  0.887  0.210  2.810
H  2.082  1.499  2.500
H  0.405  0.279  0.375
H  0.670  3.202  -1.554
H  0.460  1.427  -1.652
H  -1.073  4.553  -0.413
H  -3.709  4.231  0.055
H  -4.205  1.618  -0.261
H  -3.737  0.541  -2.708
H  -5.733  -0.822  -3.193
H  -6.155  -2.879  -1.889
H  -4.589  -3.557  -0.123
H  -1.335  -2.523  0.262
H  -2.221  -1.544  1.423
H  -2.681  -3.234  1.166
H  3.843  0.965  0.714

Summary:
Kohn-Sham gap (eV): 8.49
E_tot (eV): -32294.254
SMILES: COc1cccc(CNC(=O)Cn2cccc2C(=O)c2ccccc2C)c1
Charge: 0

=====

Record 3
The following is a DFT calculation (wB97M-V/def2-TZVPD) of the molecule C22H22N2O5.

CARTESIAN COORDINATES (ANGSTROEM)
C  1.540  0.368  -3.216
C  1.828  -0.898  -2.432
O  0.716  -1.156  -1.567
C  0.931  -1.920  -0.500
O  1.984  -2.444  -0.246
C  -0.328  -2.026  0.384
C  -0.418  -3.443  0.938
N  -1.548  -1.635  -0.288
C  -1.695  -0.186  -0.302
C  -3.129  0.222  -0.064
C  -3.575  1.462  -0.499
C  -4.874  1.867  -0.256
C  -5.749  1.031  0.428
O  -7.036  1.386  0.687
C  -5.305  -0.212  0.868
C  -4.005  -0.606  0.625
C  -0.776  0.292  0.846
C  0.460  1.025  0.361
O  0.505  1.915  -0.446
N  1.553  0.485  1.018
C  2.882  0.960  0.853
C  3.920  0.049  0.706
C  5.211  0.515  0.534
C  5.466  1.875  0.502
C  4.425  2.777  0.646
C  3.130  2.326  0.827
C  1.229  -0.611  1.814
O  1.965  -1.146  2.592
C  -0.211  -0.958  1.506
H  2.390  0.603  -3.849
H  1.364  1.197  -2.535
H  0.659  0.235  -3.838
H  2.730  -0.793  -1.820
H  1.957  -1.762  -3.094
H  0.486  -3.670  1.496
H  -1.284  -3.530  1.588
H  -0.516  -4.158  0.124
H  -1.641  -2.044  -1.209
H  -1.350  0.270  -1.242
H  -2.900  2.117  -1.029
H  -5.214  2.835  -0.601
H  -7.213  2.264  0.328
H  -5.994  -0.850  1.398
H  -3.656  -1.571  0.958
H  -1.316  0.941  1.539
H  3.716  -1.010  0.727
H  6.019  -0.192  0.421
H  6.475  2.233  0.364
H  4.620  3.839  0.623
H  2.317  3.025  0.941
H  -0.745  -1.294  2.394

Summary:
Kohn-Sham gap (eV): 9.21
E_tot (eV): -36390.642
SMILES: CCOC(=O)[C@]1(C)N[C@@H](c2ccc(O)cc2)[C@@H]2C(=O)N(c3ccccc3)C(=O)[C@@H]21
Charge: 0

=====

Summary of energy relative to the best compared isomer or geometry (same formula, charge and spin) in kJ/mol
35.0; 174.3; 0.0
(order as listed above)